(1)
Formula: C10H24N4OP2PtS
Source: OMol25
Level of theory: ωB97M-V/def2-TZVPD

Geometry as XYZ:
```
43
Properties=species:S:1:pos:R:3:forces:R:3
Pt -0.093 -0.056 0.061 0.1513 -0.0142 1.5569
P 0.412 -1.892 1.167 0.0927 -0.6752 0.3316
P -2.113 -0.187 -0.889 -1.2014 -0.8930 -0.5831
N 1.994 0.322 0.128 1.3569 -1.2650 1.8627
N 0.038 1.701 -0.947 0.0576 1.7439 -1.2284
H 3.252 1.835 -0.113 0.1189 0.8758 0.2371
H 1.066 3.477 -0.416 0.1173 -0.5081 -0.3632
H 2.045 2.215 1.194 0.3195 -0.8539 -0.3050
C 2.210 1.720 0.201 0.5998 0.9423 -0.7498
H 1.776 2.536 -1.799 -0.3340 0.0460 0.6950
C 1.290 2.455 -0.794 -0.2561 0.2693 -0.7054
H 3.081 -0.052 2.009 -0.7647 0.1664 -0.5415
H -0.769 2.957 -2.423 -0.2139 -0.5104 0.2323
C 2.929 -0.510 0.999 -1.2226 0.8624 0.2027
C -0.926 2.046 -1.816 0.4370 0.6427 0.1136
H 2.459 -2.203 2.241 0.4334 -0.2769 -0.1105
C 2.253 -1.882 1.221 0.4467 -0.7799 0.2125
H 2.595 -2.663 0.529 0.1100 0.2651 0.2286
H -2.290 -1.230 -1.808 -0.3577 0.0997 -0.1238
H -3.379 -0.154 -0.252 0.1142 0.0532 -0.3316
H -0.058 -3.045 0.520 0.4459 -0.3085 0.3277
H 0.034 -2.107 2.500 0.0468 -0.3137 0.0651
O -0.093 -1.768 -2.703 2.4223 0.5592 -1.5965
C 1.058 -1.610 -3.157 -1.4954 -0.8257 1.8044
C 2.155 -2.604 -2.799 0.5164 -1.0013 -0.5485
C 1.599 -0.345 -3.777 0.4053 -0.0979 0.3932
H 4.008 -0.551 0.724 -0.8688 -0.2757 -0.8610
H 2.292 -2.640 -1.718 -0.0530 0.3365 0.0651
H 2.010 -3.660 -3.074 -0.7430 0.3545 -0.0416
H 3.116 -2.385 -3.277 -0.1926 0.2992 0.2739
H 1.280 0.484 -3.137 0.2839 -0.0605 0.0212
H 2.699 -0.469 -3.825 -0.6832 0.6170 0.0860
H 1.255 -0.101 -4.764 -0.4270 -0.2170 -0.5676
C -2.084 1.283 -1.917 0.1768 0.7942 -0.5673
H -2.845 1.594 -2.640 0.2152 -0.1854 0.3629
N -3.257 1.250 1.924 -0.5519 0.2351 0.4557
C -2.208 0.732 2.596 -0.2025 -0.2281 -0.0525
N -2.483 -0.273 3.440 0.5627 0.1648 -0.0366
S -0.624 1.289 2.345 -0.1414 -0.1961 -0.0264
H -4.193 1.224 2.333 0.4841 -0.1544 -0.3049
H -3.078 2.025 1.309 0.1191 0.1296 0.1474
H -1.709 -0.751 3.881 -0.2265 0.2471 0.0367
H -3.417 -0.592 3.626 -0.0980 -0.0625 -0.0672
```
Forces are in eV/Å.

Properties
Frontier orbital gap (spin up / spin down)   0.19786 / 0.21080 Ha
Spin multiplicity   4
⟨S²⟩   3.804
Total charge   +1
Molecular weight   505.4 g/mol
Energy relative to the best compared isomer or geometry (same formula, charge and spin)   0.0 kJ/mol

(2)
Formula: C4H9N3
Source: OMol25
Level of theory: ωB97M-V/def2-TZVPD

Geometry as XYZ:
```
16
Properties=species:S:1:pos:R:3:forces:R:3
C 1.761 0.361 0.672 1.3692 0.1966 0.8961
C -0.018 1.311 -1.589 3.3234 0.8280 1.5102
C -0.425 -0.906 1.097 1.2174 -2.2873 -2.3418
C 0.859 -0.583 0.100 -2.0764 1.2865 2.2720
N 2.625 0.948 1.196 -1.3660 -0.3334 -0.8245
N -0.980 0.179 1.717 -1.5279 1.3983 0.4474
N 1.464 -1.545 -0.623 1.7296 -0.7096 -2.6321
H -0.012 0.979 -2.585 0.0605 -0.4268 -1.0826
H -0.872 1.173 -1.013 -1.2594 0.2086 0.8270
H 0.935 1.810 -1.161 -2.1393 -0.6857 -0.9028
H -1.208 -1.466 0.488 0.9671 0.6732 0.4024
H -0.162 -1.611 1.909 0.5234 0.0656 -0.6390
H -0.523 0.556 2.505 0.6665 0.2668 0.7074
H -1.364 0.901 1.148 -0.1184 0.3192 -0.3643
H 2.159 -1.162 -1.364 -1.6889 -1.1950 1.7814
H 0.851 -2.279 -0.974 0.3193 0.3948 -0.0567
```
Forces are in eV/Å.

Properties
Frontier orbital gap (spin up / spin down)   0.27925 / 0.32221 Ha
Total charge   0
Molecular weight   99.1 g/mol
Energy relative to the best compared isomer or geometry (same formula, charge and spin)   445.3 kJ/mol

(3)
Formula: C4H7NO2
Source: OMol25
Level of theory: ωB97M-V/def2-TZVPD

Geometry as XYZ:
```
14
Properties=species:S:1:pos:R:3:forces:R:3
C -1.057 -1.081 0.748 -0.0205 -0.0675 0.0588
C -0.371 -0.071 -0.166 -0.0526 -0.0340 0.0449
C -0.992 1.317 -0.003 -0.3746 0.0743 0.0513
O -2.157 1.490 0.250 0.5423 -0.0565 -0.1042
C 1.125 0.035 0.112 0.0182 0.0277 0.1449
N 1.915 0.177 -0.990 0.0937 -0.0508 0.0394
O 1.567 0.068 1.245 -0.1231 -0.0009 -0.3539
H -0.823 -0.850 1.790 -0.0338 -0.0288 -0.1464
H -2.138 -1.027 0.608 0.1415 -0.0261 0.0246
H -0.715 -2.099 0.538 -0.0396 0.1451 0.0027
H -0.535 -0.344 -1.220 0.0349 0.0645 0.1198
H -0.306 2.179 -0.149 -0.0886 -0.0804 -0.0010
H 1.575 -0.009 -1.918 -0.0075 0.0272 0.1321
H 2.912 0.216 -0.845 -0.0904 0.0063 -0.0129
```
Forces are in eV/Å.

Properties
Frontier orbital gap   0.39288 Ha
SMILES   C[C@@H](C=O)C(N)=O
Total charge   0
Molecular weight   101.1 g/mol
Energy relative to the best compared isomer or geometry (same formula, charge and spin)   47.0 kJ/mol

(4)
Formula: C31H22BrCl3CoFN5O2
Source: OMol25
Level of theory: ωB97M-V/def2-TZVPD

Geometry as XYZ:
```
66
Properties=species:S:1:pos:R:3:forces:R:3
Co -0.522 -1.233 -0.583 -0.0955 0.2071 -0.1069
C -2.291 1.704 -3.391 -0.0730 0.1612 0.0445
O -1.809 1.388 -2.102 0.0009 0.4588 0.0901
C -0.951 2.260 -1.505 0.0084 0.0144 -0.1858
C -0.483 3.418 -2.117 -0.0166 -0.0317 0.0125
C 0.364 4.279 -1.431 0.0069 -0.0404 0.0345
C 0.744 3.988 -0.132 -0.0244 0.0082 -0.0617
C 0.293 2.821 0.464 0.0437 -0.0818 0.1261
C -0.539 1.936 -0.207 -0.0441 -0.1810 -0.0461
N -0.957 0.682 0.351 0.3541 -0.3637 0.0327
N -0.971 0.722 1.623 -0.3099 0.0040 -0.0368
C -1.323 -0.348 2.379 0.2781 0.1318 0.0684
C -1.912 -1.543 1.869 -0.0672 0.0249 -0.2837
O -2.139 -1.714 0.635 -0.2814 -0.2724 0.3836
C -2.233 -2.592 2.813 -0.0202 0.0769 0.0506
C -1.906 -2.484 4.116 -0.0168 -0.0220 0.0181
C -1.271 -1.311 4.650 0.0054 -0.0205 0.0293
C -0.899 -1.244 6.004 -0.0257 -0.0148 -0.0144
C -0.300 -0.121 6.516 0.0199 0.0410 -0.0144
C -0.076 0.979 5.673 -0.0105 -0.0203 0.0396
C -0.426 0.931 4.346 -0.0295 -0.0421 -0.0553
C -1.018 -0.224 3.793 -0.0169 0.0326 0.0046
H -1.484 1.725 -4.130 0.0038 0.0310 -0.0023
H -2.809 2.666 -3.398 0.0052 0.0100 0.0094
H -2.992 0.914 -3.650 0.0175 0.1135 0.0213
H -0.776 3.657 -3.129 -0.0330 0.0153 -0.0050
H 0.723 5.174 -1.923 -0.0061 0.0082 0.0066
H 1.398 4.656 0.413 0.0092 -0.0058 -0.0052
H 0.596 2.564 1.471 0.0012 0.0003 -0.0095
H -2.701 -3.482 2.413 0.0050 0.0074 -0.0331
H -2.121 -3.300 4.798 0.0185 0.0010 0.0026
H -1.096 -2.099 6.641 -0.0006 -0.0033 -0.0059
H -0.012 -0.078 7.558 -0.0053 0.0054 0.0023
H 0.376 1.877 6.075 0.0013 0.0042 -0.0044
H -0.255 1.782 3.703 0.0245 0.0035 0.0084
Br 6.677 1.258 -1.194 0.0401 0.0077 0.0104
C 4.888 0.722 -1.482 -0.0354 -0.0260 -0.0375
C 3.958 0.868 -0.469 -0.0521 -0.0008 -0.0053
C 2.650 0.465 -0.689 0.0961 0.1418 0.0685
C 2.265 -0.062 -1.913 -0.1730 -0.1305 -0.0320
C 3.219 -0.221 -2.914 0.0694 -0.0698 -0.0734
C 4.529 0.173 -2.704 -0.0040 0.0158 0.0421
N 0.904 -0.452 -2.048 0.2458 0.1348 -0.1941
C 0.386 -0.638 -3.189 -0.1652 0.0246 -0.0785
C -1.027 -1.046 -3.284 0.2093 -0.1203 0.0851
C -1.637 -1.268 -4.501 -0.0707 -0.1206 -0.0638
C -2.981 -1.625 -4.516 0.0769 -0.0612 -0.0470
C -3.653 -1.730 -3.315 -0.0300 0.0179 0.0045
C -2.964 -1.497 -2.128 0.0374 0.0172 0.0445
N -1.684 -1.166 -2.121 -0.0737 -0.3931 -0.3509
H 4.245 1.288 0.485 0.0132 0.0043 -0.0051
H 1.917 0.576 0.093 -0.0851 0.0372 0.0115
H 2.967 -0.682 -3.860 -0.0191 -0.0027 0.0280
H 5.270 0.042 -3.480 0.0083 0.0021 0.0028
H 0.925 -0.482 -4.124 -0.0321 -0.0086 -0.0069
H -1.064 -1.174 -5.414 -0.0190 0.0135 -0.0196
H -3.488 -1.818 -5.452 0.0024 0.0052 -0.0069
H -4.698 -2.003 -3.278 -0.0024 -0.0059 0.0021
H -3.425 -1.587 -1.154 0.0061 -0.0299 0.0021
Cl 2.097 -3.877 3.221 -0.0012 -0.0601 0.0243
C 2.557 -2.347 2.478 -0.1360 0.0406 -0.0451
Cl 4.112 -2.488 1.652 0.0467 -0.0021 -0.0118
Cl 2.603 -1.059 3.689 0.0056 0.0018 0.0264
C 1.540 -1.978 1.492 0.0605 0.1618 0.1171
N 0.752 -1.590 0.766 0.3569 -0.2766 0.2669
F -0.065 -2.953 -1.254 -0.1025 0.4209 0.1271
```
Forces are in eV/Å.

Properties
Frontier orbital gap (spin up / spin down)   0.22935 / 0.23239 Ha
Spin multiplicity   2
⟨S²⟩   0.765
Total charge   0
Molecular weight   760.7 g/mol
Energy relative to the best compared isomer or geometry (same formula, charge and spin)   44.7 kJ/mol

(5)
Formula: C2H8N
Source: OMol25
Level of theory: ωB97M-V/def2-TZVPD

Geometry as XYZ:
```
11
Properties=species:S:1:pos:R:3:forces:R:3
N 1.113 -1.282 -0.614 2.5364 -1.4671 -1.1766
H 2.036 -1.306 -1.082 -0.0409 0.4411 0.2016
H 0.602 -0.506 -1.040 -0.6366 -0.0353 0.6713
H 1.327 -1.241 0.381 -0.5843 0.5671 0.1391
H 0.818 -2.237 -0.844 -1.0035 0.3116 0.0867
C -1.069 0.288 0.405 0.1126 -0.1004 0.6926
C -0.469 1.478 0.464 -0.4812 -0.5900 -0.3644
H -0.974 -0.442 1.215 0.2221 0.1667 -0.2005
H -1.735 -0.031 -0.385 -0.2703 0.3764 -0.0931
H 0.241 1.726 1.239 -0.1555 0.1514 0.1846
H -0.728 2.226 -0.269 0.3012 0.1785 -0.1412
```
Forces are in eV/Å.

Properties
Frontier orbital gap   0.37920 Ha
Total charge   +1
Molecular weight   46.1 g/mol
Energy relative to the best compared isomer or geometry (same formula, charge and spin)   128.4 kJ/mol

(6)
Formula: CH2N2OS
Source: OMol25
Level of theory: ωB97M-V/def2-TZVPD

Geometry as XYZ:
```
7
Properties=species:S:1:pos:R:3:forces:R:3
C 0.145 -0.295 -1.173 0.8662 0.8636 1.7736
N -0.629 -1.082 -0.715 -0.4137 -0.5395 -0.0324
N -0.042 0.317 1.293 -1.8120 1.3965 -1.0859
O -0.369 -0.910 1.112 -0.5378 0.0554 0.3506
S 1.172 0.758 0.269 0.3554 0.0940 -0.0845
H 0.596 0.176 -1.992 -0.1051 -0.0458 -1.5450
H -0.874 1.036 1.205 1.6469 -1.8241 0.6237
```
Forces are in eV/Å.

Properties
Frontier orbital gap   0.33383 Ha
Total charge   0
Molecular weight   90.1 g/mol
Energy relative to the best compared isomer or geometry (same formula, charge and spin)   280.7 kJ/mol

For each record above, in turn, the calculated DFT total energy values are -1889.54507; -321.92075; -361.86297; -7055.97920; -135.45190; -622.07073 a.u..